[1]
The following is a quantum chemistry calculation of 12 unconnected molecules or ions with the total composition C19H62N6O12 at a distorted geometry, from OMol25.

```
99
Properties=species:S:1:pos:R:3:forces:R:3
N -2.5666 -0.8353 -3.2472 0.33 1.37 -4.28
C -2.2154 -1.5879 -2.2448 -4.13 1.80 7.50
N -1.2739 -2.4160 -2.4820 2.29 -2.28 -0.48
O -2.8113 -1.4279 -0.9451 2.72 -0.66 -6.34
H -3.3763 -0.2205 -3.2161 0.50 -0.58 -0.14
H -1.9985 -1.0021 -4.1755 -2.08 0.93 2.41
H -0.9179 -2.9211 -1.6825 0.53 -0.34 -0.08
H -0.8330 -2.5075 -3.4107 -0.40 0.00 1.12
N 0.7813 4.5112 0.5095 -1.98 -2.52 2.60
C 0.6411 5.1121 -0.6301 9.10 4.39 -1.34
N -0.4866 5.1042 -1.1847 -6.81 -2.09 -2.55
O 1.6976 5.8083 -1.1446 -4.29 -2.69 1.81
H 1.6182 4.6666 1.0046 0.80 -0.18 0.53
H -0.0044 3.9121 0.8960 1.58 1.15 -0.46
H -0.5318 5.5070 -2.1008 0.11 0.11 -0.21
H -1.2497 4.3327 -0.9636 2.40 2.33 -0.67
N -2.8112 3.7023 -0.6149 -0.76 4.07 0.08
C -2.4609 2.5358 -0.0730 3.82 2.15 4.38
N -2.9025 1.5667 -0.7308 -0.79 -6.60 -0.83
O -1.6525 2.4089 1.0024 -3.66 1.13 -3.95
H -2.7781 4.4880 0.0544 -0.13 -0.48 -0.91
H -3.3005 3.8794 -1.5373 0.66 -0.79 2.00
H -2.6882 0.6918 -0.2355 -0.30 -0.31 -1.12
H -3.2527 1.4792 -1.6805 0.00 0.58 0.73
C 3.9520 0.4416 0.0203 -2.08 -0.61 1.63
C 3.6695 -0.2875 1.4070 0.98 1.26 -0.94
O 3.8200 -1.6949 1.2154 0.33 1.33 -1.17
H 3.7422 1.4950 0.0812 0.21 0.55 0.35
H 3.2649 0.1049 -0.7192 -0.82 -0.56 -0.64
H 4.8991 0.2601 -0.4037 1.44 -0.27 0.09
H 2.6986 0.0009 1.9198 0.99 -0.35 -1.12
H 4.4837 0.1479 2.0224 -0.36 -0.60 0.33
H 3.4678 -2.1510 1.9624 -0.38 -0.65 0.98
C 2.2965 -1.6096 -3.1636 -0.85 -1.01 0.53
C 1.4572 -0.4315 -3.5696 0.01 -0.40 0.06
O 1.3721 -0.5160 -4.9749 -1.16 0.27 -0.73
H 1.6045 -2.4546 -3.3715 0.98 -0.06 0.06
H 2.5223 -1.6341 -2.1174 -0.09 0.06 0.87
H 3.2679 -1.7451 -3.6493 -0.43 0.31 -0.42
H 1.8350 0.5078 -3.2309 0.52 0.86 0.11
H 0.4315 -0.4880 -3.1332 0.65 -0.15 -0.38
H 2.0266 0.0385 -5.3886 0.33 0.24 -0.07
C -1.1102 -3.7272 2.5017 -1.36 -1.58 -1.73
C -2.2461 -3.6976 1.4344 -0.88 -0.50 3.74
O -3.1298 -2.6337 1.7847 -0.13 -1.59 0.96
H -0.6416 -2.7898 2.5924 0.55 1.16 0.27
H -0.4292 -4.4569 2.1092 0.78 -0.39 0.16
H -1.5093 -4.1233 3.4143 -0.15 0.20 0.69
H -2.8555 -4.6233 1.5777 0.65 0.39 -0.58
H -1.8473 -3.6051 0.4722 0.32 0.12 -1.53
H -2.9413 -2.0124 1.1322 -0.02 2.12 -1.88
C -0.9903 2.3962 -3.8164 -0.37 -0.33 0.49
C -0.1704 3.0453 -4.9312 -0.43 -0.85 -0.22
O -1.1290 3.7342 -5.7180 -0.21 0.08 -0.28
H -0.4276 1.9485 -3.0031 0.58 0.30 0.12
H -1.6499 1.5513 -4.0927 0.36 0.56 -0.70
H -1.6563 3.1500 -3.3770 0.23 0.03 -0.06
H 0.3784 2.2992 -5.5284 -0.34 -0.10 0.10
H 0.5924 3.7332 -4.5996 0.12 0.30 0.72
H -0.6891 4.1959 -6.4347 0.08 0.05 -0.07
C 2.5989 -4.3562 -0.6249 -1.29 0.00 0.48
C 1.3260 -3.9417 0.1068 1.60 -0.91 0.68
O 0.2576 -3.9696 -0.8230 -0.27 -1.18 -0.66
H 3.5088 -4.2540 -0.1196 1.18 0.50 1.26
H 2.6482 -3.7355 -1.4706 0.27 0.61 -1.38
H 2.5701 -5.3846 -0.9031 -0.32 -0.94 -0.50
H 1.4722 -2.9803 0.5791 -0.40 0.67 -0.52
H 1.1640 -4.5827 0.9812 -0.29 -0.30 -0.38
H 0.3463 -4.7975 -1.3758 -0.08 1.28 1.04
C -0.3628 1.3112 4.0605 -0.70 -1.29 1.15
C 0.4743 2.5063 3.8038 -0.74 0.36 -2.03
O 1.6233 2.1813 3.0473 1.14 0.00 0.46
H -0.6133 0.7781 3.1509 0.03 -0.01 -0.26
H -1.3279 1.5198 4.5557 0.53 0.24 -0.15
H 0.1714 0.5942 4.7245 -0.21 0.40 -0.40
H 0.6573 3.0493 4.6961 1.23 0.09 1.06
H -0.0669 3.2737 3.2461 -0.59 -0.09 -0.33
H 1.4527 1.6720 2.2227 -0.29 0.41 0.84
C -0.3978 -0.6670 0.7562 0.22 0.46 -0.56
C 0.2064 0.3524 -0.2206 1.30 -1.41 1.44
O 0.8330 1.3005 0.6096 1.47 0.32 -1.04
H -1.2880 -0.2399 1.2408 0.20 -0.10 -0.25
H 0.3160 -0.8705 1.5378 0.40 -0.19 0.23
H -0.6585 -1.5630 0.2483 -0.40 -0.89 -0.22
H -0.5819 0.6914 -0.8507 -0.41 0.91 -0.64
H 1.0696 0.0386 -0.8413 -0.81 -0.64 0.19
H 0.1644 1.8268 0.9858 -1.81 1.21 0.56
C 2.1089 -1.9328 4.1039 -0.67 1.74 1.05
O 2.5534 -2.9054 3.2417 0.07 -1.73 -1.13
H 2.1891 -0.9262 3.6066 -0.23 -1.08 0.62
H 2.7340 -1.9635 4.9754 0.51 0.57 0.67
H 1.0949 -2.1094 4.4972 -0.03 0.16 -0.55
H 2.5637 -3.7550 3.7020 0.05 0.21 -0.26
C -3.6304 0.5966 3.3460 0.14 -2.10 -0.20
O -4.7639 -0.2073 3.5326 -1.04 -0.60 -0.12
H -2.9634 -0.1791 2.9477 0.52 0.87 -0.37
H -3.2492 0.8585 4.3105 0.40 0.83 0.40
H -3.8513 1.3975 2.6644 0.42 0.63 -0.21
H -5.3343 0.2162 4.1568 -0.65 0.30 0.48
```
Positions in Å, forces in eV/Å.

Properties
highest occupied orbital energy = -8.389 eV
spin multiplicity = 1
LUMO = -0.1 eV
energy relative to the best compared isomer or geometry (same formula, charge and spin) = 492.5 kJ/mol
frontier orbital gap = 8.3 eV
SMILES = NC(N)=O.NC(N)=O.NC(N)=O.CCO.CCO.CCO.CCO.CCO.CCO.CCO.CO.CO

[2]
The following is a quantum chemistry calculation of a molecular structure, C19H9BrF5LaN3OSSe at a distorted geometry, from OMol25.

```
41
Properties=species:S:1:pos:R:3:forces:R:3
La -0.2289 -0.0275 0.1359 -0.96 0.89 0.15
O 3.1449 -0.0501 5.8826 0.28 -0.04 0.35
C 2.3551 -0.0094 4.8256 -0.59 0.04 -0.72
C 0.9562 -0.0234 4.8917 0.09 0.01 -0.04
C 0.2278 0.0503 3.7246 0.09 -0.01 0.25
N 0.7872 0.1258 2.5112 0.49 0.01 0.16
C 2.1217 0.1163 2.4646 -0.26 0.03 -0.07
Br 2.8440 0.2003 0.6730 0.47 0.03 0.63
C 2.9537 0.0563 3.5542 0.04 0.00 0.08
H 2.6536 -0.1056 6.7162 0.03 0.00 -0.19
H 0.4471 -0.0910 5.8413 -0.05 0.01 0.07
H -0.8555 0.0514 3.7548 0.02 -0.02 0.04
H 4.0282 0.0560 3.4610 0.05 0.00 -0.04
F -3.0293 -0.1306 -6.3076 0.00 0.01 0.19
C -2.9840 -0.0423 -4.9829 0.06 0.05 0.41
C -1.7613 0.0492 -4.3243 0.03 0.04 0.21
F -0.6092 0.0545 -4.9892 -0.08 -0.01 -0.17
C -1.7394 0.1450 -2.9417 -0.61 -0.04 -0.05
F -0.4864 0.2642 -2.3263 -0.56 -0.07 -0.60
C -2.8863 0.1332 -2.1465 0.06 0.02 -0.88
S -2.8895 0.2194 -0.4180 -0.55 0.18 0.56
C -4.1081 0.0599 -2.8437 0.52 0.00 0.05
F -5.2442 0.0803 -2.1517 0.08 -0.04 -0.20
C -4.1603 -0.0272 -4.2272 0.22 -0.01 -0.09
F -5.3320 -0.0966 -4.8473 0.10 0.00 0.05
N 0.0336 2.3663 0.0953 0.32 2.58 -0.09
C -0.0212 3.5197 0.0438 0.07 -1.43 0.08
C -0.0365 4.9135 0.0089 0.03 1.41 -0.04
C -1.2318 5.6188 -0.1883 0.17 -0.26 0.03
C -1.2036 6.9981 -0.2002 -0.01 0.03 0.00
C -0.0054 7.6749 -0.0176 -0.03 -0.11 -0.01
C 1.1793 6.9768 0.1670 0.09 0.04 0.01
C 1.1759 5.5990 0.1823 -0.24 -0.25 -0.04
H -2.1563 5.0799 -0.3276 -0.09 -0.04 -0.01
H -2.1181 7.5481 -0.3542 -0.09 0.05 0.00
H 0.0052 8.7526 -0.0207 0.00 0.14 -0.02
H 2.1100 7.5062 0.2969 0.06 0.07 0.02
H 2.0862 5.0366 0.3225 0.11 0.00 0.02
Se -0.1284 -5.0325 -0.0513 -0.14 -0.76 -0.06
C -0.0156 -3.3366 0.0388 0.24 -0.33 0.03
N 0.1049 -2.1585 0.1137 0.54 -2.26 -0.03
```
Positions in Å, forces in eV/Å.

Properties
highest occupied orbital energy = -10.606 eV
charge = +1
spin multiplicity = 1
LUMO = -3.5 eV
energy relative to the best compared isomer or geometry (same formula, charge and spin) = 71.3 kJ/mol
frontier orbital gap = 7.1 eV